1.
Below is a 2-piece molecular cluster, H4OS overall in a non-equilibrium geometry, with properties calculated with wB97M-V/def2-TZVPD.

```
! wB97M-V def2-TZVPD RIJCOSX def2/J DEFGRID3
* xyz 0 1
O -0.2766 1.0463 0.2004
H -0.2703 1.3292 1.1310
H -1.1306 1.2839 -0.1964
S 0.0079 -1.3042 -0.3094
H 0.6902 -0.8648 -1.3794
H 0.9794 -1.4903 0.5538
*
```

Output
relative energy (zero: lowest compared OMol25 entry of this formula, charge and spin) = 1.099 eV
SMILES = O.S
strongest force on any atom = 0.06030 Eh/bohr
E_tot = -12946.3799 eV
HOMO level = -0.2995 Ha


2.
Below is C2H6INO2S as an isolated structure in a non-equilibrium geometry, with properties calculated with wB97M-V/def2-TZVPD.

```
! wB97M-V def2-TZVPD RIJCOSX def2/J DEFGRID3
* xyz 0 1
C -0.1404 1.7131 -0.3602
C 1.1450 -1.3153 0.7112
N -0.7496 0.5600 0.2829
O -1.3597 -1.8130 -0.0246
O 0.1367 -0.8144 -1.6786
S -0.3292 -0.9103 -0.3229
I -2.9641 0.6955 0.3492
H 0.2475 2.4850 0.4247
H 0.7581 1.3648 -0.9798
H -0.9407 2.2601 -1.0138
H 1.0849 -0.7398 1.6424
H 1.1126 -2.3907 0.8672
H 1.9990 -1.0948 0.1022
*
```

Output
relative energy (zero: lowest compared OMol25 entry of this formula, charge and spin) = 0.362 eV
strongest force on any atom = 0.05265 Eh/bohr
E_tot = -26690.2052 eV
HOMO level = -0.3578 Ha


3.
Below is C26H24F5NO2P2Tc as an isolated structure in a non-equilibrium geometry, with properties calculated with wB97M-V/def2-TZVPD.

```
! wB97M-V def2-TZVPD RIJCOSX def2/J DEFGRID3
* xyz 2 4
C 2.9855 -3.3670 -1.6792
C 2.6519 -2.2868 -0.8621
C 2.6347 -0.9893 -1.4269
C 2.4593 -0.8485 -2.8480
C 2.8117 -1.9717 -3.6649
C 3.1063 -3.1952 -3.0797
C 1.7778 0.3656 -3.2903
C 2.2154 1.5665 -2.6041
C 2.4232 1.4160 -1.1776
C 2.3397 2.5394 -0.3565
C 2.4680 3.8343 -0.9238
C 2.4914 3.9419 -2.3246
C 2.3555 2.8864 -3.1542
H 3.1138 -4.3795 -1.2390
H 2.7707 -1.8366 -4.7438
H 3.3201 -4.0730 -3.7053
H 1.4970 0.4470 -4.3744
H 2.5289 4.6984 -0.2530
H 2.5432 4.9757 -2.7365
H 2.3189 2.9520 -4.2508
N 2.2680 0.1272 -0.6863
Tc 0.2774 -0.0775 -0.5348
C 2.1327 -2.4738 0.5497
H 2.7200 -1.8435 1.2281
H 2.1579 -3.5322 0.8608
C 2.0177 2.3370 1.0877
H 2.7513 1.6377 1.5388
H 1.9318 3.2783 1.6611
P 0.3317 -1.9440 0.7051
P 0.2878 1.4777 1.1443
C -0.7404 2.9831 1.1336
H -1.7589 2.7227 1.4411
H -0.3358 3.7395 1.8182
H -0.7926 3.4162 0.1285
C 0.1781 1.1029 2.9457
H 0.3627 2.0258 3.5320
H -0.8449 0.7221 3.1119
H 0.9118 0.3329 3.2294
C -0.5382 -3.2422 -0.1609
H -0.3580 -4.2033 0.3415
H -1.6082 -2.9874 -0.1272
H -0.2336 -3.3243 -1.2173
C 0.0304 -2.3102 2.4346
H -1.0018 -2.0429 2.6871
H 0.1942 -3.3894 2.5823
H 0.7076 -1.7533 3.1014
C -1.4687 0.7365 -0.8595
O -2.5471 1.1300 -1.1135
H 0.4644 0.4513 -2.4316
F -7.5881 0.0806 1.4455
C -6.2247 -0.0220 1.5143
C -5.5741 -0.7650 0.5085
F -6.2490 -1.3412 -0.5275
C -4.1991 -0.8989 0.5850
F -3.5274 -1.6432 -0.3623
C -3.4245 -0.2534 1.6096
O -2.1612 -0.3154 1.6275
C -4.1545 0.4747 2.5966
F -3.4797 1.1052 3.5456
C -5.5372 0.5607 2.5373
F -6.1910 1.2454 3.4827
*
```

Output
strongest force on any atom = 0.09331 Eh/bohr
E_tot = -67280.8235 eV
⟨S²⟩ = 3.84
HOMO level (alpha / beta) = -0.5113 / -0.5396 Ha


4.
Below is C25H41BeN3P as an isolated structure, with properties calculated with wB97M-V/def2-TZVPD.

```
! wB97M-V def2-TZVPD RIJCOSX def2/J DEFGRID3
* xyz 1 1
Be -0.2921 0.1777 0.9176
C 0.0468 2.5428 2.3885
N -0.8613 1.4137 2.1312
C -2.1573 1.9626 1.6723
C -1.0276 0.6179 3.3656
C -1.7391 -0.6715 3.0243
N -1.0831 -1.2853 1.8417
C -2.0850 -1.9714 1.0028
C -0.0931 -2.2804 2.2925
H -0.3910 3.2317 3.1161
H 0.2264 3.0829 1.4608
H 0.9966 2.1818 2.7814
H -2.6068 2.5816 2.4540
H -2.8431 1.1667 1.3938
H -1.9879 2.5662 0.7834
H -1.5819 1.1800 4.1239
H -0.0315 0.4127 3.7654
H -2.7820 -0.4705 2.7860
H -1.7310 -1.3536 3.8773
H -2.5832 -2.7629 1.5706
H -1.5892 -2.4120 0.1405
H -2.8195 -1.2570 0.6367
H -0.5812 -3.0952 2.8348
H 0.6408 -1.8192 2.9530
H 0.4194 -2.7022 1.4291
N -0.7581 0.5141 -0.5242
C -1.1940 0.8822 -1.6360
C -0.5542 2.0180 -2.3965
C -0.3160 3.2442 -1.7829
C 0.3136 4.2680 -2.4765
C 0.7322 4.0640 -3.7843
C 0.4997 2.8431 -4.4030
C -0.1605 1.8323 -3.7187
C -2.3805 0.2610 -2.3187
C -2.5170 -1.1169 -2.4405
C -3.6446 -1.6648 -3.0348
C -4.6571 -0.8364 -3.4999
C -4.5248 0.5415 -3.3908
C -3.3848 1.0878 -2.8206
H -0.6341 3.3933 -0.7559
H 0.4760 5.2266 -1.9991
H 1.2316 4.8579 -4.3245
H 0.8200 2.6853 -5.4248
H -0.3731 0.8895 -4.2101
H -1.7181 -1.7608 -2.0916
H -3.7303 -2.7390 -3.1402
H -5.5397 -1.2632 -3.9578
H -5.3061 1.1921 -3.7621
H -3.2703 2.1641 -2.7621
C 1.3977 -1.7607 -1.2982
C 2.3497 -1.4743 -0.1374
P 1.8744 -0.0004 0.8559
C 2.4270 1.3764 -0.2181
C 3.9291 1.5109 -0.4527
C 3.0237 -0.0181 2.3033
C 4.3092 -0.8362 2.1668
H 1.7407 -2.6372 -1.8471
H 1.3438 -0.9237 -1.9956
H 0.3789 -1.9443 -0.9510
H 3.3621 -1.3086 -0.5084
H 2.4052 -2.3379 0.5281
H 2.0252 2.3035 0.1933
H 1.8940 1.2260 -1.1604
H 4.4722 1.7201 0.4695
H 4.1117 2.3397 -1.1370
H 4.3563 0.6171 -0.9077
H 2.4638 -0.3660 3.1749
H 3.2627 1.0310 2.4998
H 4.0954 -1.8961 2.0371
H 4.9041 -0.7277 3.0736
H 4.9164 -0.5072 1.3259
*
```

Output
strongest force on any atom = 0.01310 Eh/bohr
E_tot = -40748.6291 eV
HOMO level = -0.3797 Ha


5.
Below is C50H50F4GeN4O2RbSe as an isolated structure in a non-equilibrium geometry, with properties calculated with wB97M-V/def2-TZVPD.

```
! wB97M-V def2-TZVPD RIJCOSX def2/J DEFGRID3
* xyz -2 2
Rb -0.3919 0.1841 0.4614
C -2.7072 -2.9710 1.4743
C -2.5237 -3.3662 0.0092
N -1.3868 -2.6957 -0.5965
C -0.1215 -3.3549 -0.3060
C 0.1021 -4.7281 -0.9651
C -1.5409 -2.3971 -2.0126
C -2.6077 -1.3367 -2.3269
N -2.2910 -0.0873 -1.6980
C -3.0618 0.9477 -1.8420
C -2.6580 2.1907 -1.2488
F -1.4566 2.2255 -0.5765
C -3.3820 3.3453 -1.3120
F -2.9057 4.4620 -0.6932
C -4.5974 3.4279 -1.9802
C -5.0301 2.2560 -2.5828
F -6.2260 2.2873 -3.2453
C -4.3234 1.0818 -2.5339
F -4.8817 0.0019 -3.1765
H -3.5876 -3.4698 1.8814
H -2.8393 -1.8909 1.5558
H -1.8455 -3.2562 2.0754
H -3.4244 -3.0802 -0.5367
H -2.4465 -4.4663 -0.0464
H -0.0363 -3.4650 0.7774
H 0.6875 -2.7032 -0.6419
H -0.6635 -5.4532 -0.6915
H 1.0647 -5.1168 -0.6386
H 0.1189 -4.6377 -2.0486
H -1.7949 -3.2991 -2.6031
H -0.5781 -2.0211 -2.3696
H -3.6034 -1.6997 -2.0233
H -2.6318 -1.2307 -3.4261
H -5.1686 4.3358 -2.0271
O 2.2475 -1.5919 -2.0177
C 2.2801 -0.4781 -1.5082
O 1.3801 0.4533 -1.8587
C 3.2434 -0.0768 -0.5032
C 4.4174 -0.8002 -0.2866
C 5.2904 -0.3913 0.6849
C 4.9022 0.6710 1.5462
C 5.6373 1.0432 2.6731
C 5.1899 2.0379 3.5245
C 3.9880 2.6787 3.2601
C 3.2466 2.3423 2.1491
C 3.6798 1.3446 1.2575
N 2.9203 1.0386 0.1890
H 4.6196 -1.6489 -0.9220
H 6.2370 -0.8909 0.8416
H 6.5549 0.5114 2.8899
H 5.7610 2.2994 4.4068
H 3.6187 3.4435 3.9337
H 2.2942 2.8110 1.9640
C -0.8042 -4.6926 8.2916
C -0.4693 -3.8488 7.0924
C -0.8959 -2.5345 6.9940
C -0.5278 -1.7287 5.9300
C -1.0091 -0.3133 5.8578
C 0.3094 -2.2418 4.9272
Se 0.9859 -1.0697 3.5963
C 0.6900 -3.5902 4.9774
C 1.5199 -4.2275 3.9015
C 0.2992 -4.3643 6.0601
H -1.4700 -4.1592 8.9687
H 0.1050 -4.9499 8.8402
H -1.2872 -5.6240 7.9933
H -1.5229 -2.1228 7.7771
H -1.6767 -0.0749 6.6865
H -1.5292 -0.1453 4.9119
H -0.1545 0.3637 5.8746
H 1.5721 -3.5738 3.0339
H 1.0962 -5.1895 3.6046
H 2.5386 -4.3976 4.2558
H 0.6181 -5.4000 6.1082
C -0.0094 3.4733 3.4465
C -1.1698 2.7382 3.0329
N -2.1160 2.1843 2.7100
H 0.7133 2.7865 3.8847
H -0.2889 4.2325 4.1772
H 0.4359 3.9535 2.5763
C 1.6864 3.6583 -0.6795
Ge 1.9874 2.1792 -2.0101
C 3.8754 1.8371 -2.6112
C 4.0412 1.0951 -3.7733
C 5.2998 0.7240 -4.2100
C 6.4187 1.0999 -3.4895
C 6.2675 1.8424 -2.3304
C 5.0045 2.2073 -1.8966
C 0.8038 2.6773 -3.5434
C -0.3796 1.9906 -3.7155
C -1.3239 2.3854 -4.6661
C -1.0901 3.4798 -5.4613
C 0.1057 4.2109 -5.3314
C 0.3695 5.3447 -6.1300
C 1.5394 6.0477 -5.9951
C 2.4923 5.6397 -5.0562
C 2.2588 4.5460 -4.2581
C 1.0669 3.8031 -4.3632
H 1.7087 4.6056 -1.2106
H 2.4520 3.6598 0.0820
H 0.7070 3.5396 -0.2287
H 3.1631 0.7942 -4.3324
H 5.4106 0.1289 -5.1083
H 7.4043 0.7925 -3.8175
H 7.1393 2.1224 -1.7556
H 4.8977 2.7617 -0.9733
H -0.5838 1.1247 -3.1023
H -2.2468 1.8294 -4.7608
H -1.8191 3.8018 -6.1951
H -0.3788 5.6518 -6.8515
H 1.7269 6.9215 -6.6096
H 3.4145 6.1961 -4.9536
H 2.9982 4.2320 -3.5324
*
```

Output
relative energy (zero: lowest compared OMol25 entry of this formula, charge and spin) = 0.763 eV
strongest force on any atom = 0.02337 Eh/bohr
E_tot = -196107.5541 eV
⟨S²⟩ = 0.77
HOMO level (alpha / beta) = -0.0155 / -0.0595 Ha


6.
Below is a 2-piece molecular cluster, C4H4N2O2 overall in a non-equilibrium geometry, with properties calculated with wB97M-V/def2-TZVPD.

```
! wB97M-V def2-TZVPD RIJCOSX def2/J DEFGRID3
* xyz 0 1
C -0.6287 0.8543 -0.6082
C 0.1126 -0.1709 -1.3341
C 0.8862 -1.2312 0.7002
C -0.3371 0.9903 0.7120
H -2.4865 1.0614 -2.1138
H 0.3261 -0.2917 -2.3705
H 1.6028 -1.5624 2.3739
H -0.6804 1.6337 1.6468
N 0.8358 -1.1322 -0.6741
N 1.5295 -1.9896 1.5189
O -1.4222 1.8856 -1.2584
O 0.2619 -0.0473 1.4071
*
```

Output
relative energy (zero: lowest compared OMol25 entry of this formula, charge and spin) = 6.814 eV
strongest force on any atom = 0.10528 Eh/bohr
E_tot = -11281.7255 eV
HOMO level = -0.3264 Ha


7.
Below is one molecule with the formula C4H3N3O in a non-equilibrium geometry, with properties calculated with wB97M-V/def2-TZVPD.

```
! wB97M-V def2-TZVPD RIJCOSX def2/J DEFGRID3
* xyz 0 1
O -1.7727 -0.7630 1.8582
C -1.1238 -0.2509 0.9628
C -0.2719 -1.1868 0.0726
C 0.8354 -0.7193 -0.7509
C 1.3079 0.6648 -0.2739
N 0.5917 1.7778 -0.0994
N -0.8745 1.9220 -0.3861
N -1.5788 1.0629 0.3503
H -0.9816 -2.0282 0.0831
H 1.3832 -1.1934 -1.6113
H 2.4851 0.7141 -0.2053
*
```

Output
relative energy (zero: lowest compared OMol25 entry of this formula, charge and spin) = 5.152 eV
SMILES = O=c1cccnnn1
strongest force on any atom = 0.14533 Eh/bohr
E_tot = -10708.4986 eV
HOMO level = -0.3632 Ha


8.
Below is C2AlF3NO6S2 as an isolated structure in a non-equilibrium geometry, with properties calculated with wB97M-V/def2-TZVPD.

```
! wB97M-V def2-TZVPD RIJCOSX def2/J DEFGRID3
* xyz -1 1
N -0.5020 -0.3519 -0.8182
S 0.9280 -0.7439 -0.0063
O 0.3919 -2.1165 0.7343
O 1.8267 -1.1521 -1.1282
S -1.4466 0.7044 -0.1537
O -1.4001 0.7446 1.3399
O -2.7778 0.6755 -0.7591
C -0.8165 2.4142 -0.5772
F -0.7749 2.5659 -1.8926
F -1.6213 3.3332 -0.0625
F 0.4034 2.5869 -0.0856
Al -1.3462 -0.5837 2.7060
O 1.1738 -4.1010 1.6799
C 1.5216 -2.9562 1.4569
O 2.5055 -2.2714 1.6960
*
```

Output
relative energy (zero: lowest compared OMol25 entry of this formula, charge and spin) = 0.751 eV
strongest force on any atom = 0.08174 Eh/bohr
E_tot = -52270.5263 eV
HOMO level = -0.2103 Ha


> Which of these has the highest strongest force on any atom?

C4H3N3O


> Look up the strongest force on any atom of the second one.

0.05265 Eh/bohr


Repeat the sixth record exactly.
Below is a 2-piece molecular cluster, C4H4N2O2 overall in a non-equilibrium geometry, with properties calculated with wB97M-V/def2-TZVPD.

```
! wB97M-V def2-TZVPD RIJCOSX def2/J DEFGRID3
* xyz 0 1
C -0.6287 0.8543 -0.6082
C 0.1126 -0.1709 -1.3341
C 0.8862 -1.2312 0.7002
C -0.3371 0.9903 0.7120
H -2.4865 1.0614 -2.1138
H 0.3261 -0.2917 -2.3705
H 1.6028 -1.5624 2.3739
H -0.6804 1.6337 1.6468
N 0.8358 -1.1322 -0.6741
N 1.5295 -1.9896 1.5189
O -1.4222 1.8856 -1.2584
O 0.2619 -0.0473 1.4071
*
```

Output
relative energy (zero: lowest compared OMol25 entry of this formula, charge and spin) = 6.814 eV
strongest force on any atom = 0.10528 Eh/bohr
E_tot = -11281.7255 eV
HOMO level = -0.3264 Ha